(1)
{
  "formula": "C20H22N4O",
  "method": "wB97M-V/def2-TZVPD",
  "symbols": ["C", "C", "C", "C", "C", "C", "N", "C", "C", "C", "C", "C", "O", "N", "C", "N", "C", "C", "C", "C", "C", "C", "C", "C", "N", "H", "H", "H", "H", "H", "H", "H", "H", "H", "H", "H", "H", "H", "H", "H", "H", "H", "H", "H", "H", "H", "H"],
  "xyz": [[-0.546, -4.013, 0.839], [-0.591, -3.361, -0.545], [-1.596, -4.074, -1.453], [-0.902, -1.890, -0.440], [0.066, -0.968, -0.859], [-0.114, 0.401, -0.795], [0.820, 1.311, -1.185], [2.237, 1.074, -1.293], [2.995, 1.429, 0.005], [2.626, 0.516, 1.191], [3.988, 0.119, 1.765], [4.870, 0.189, 0.521], [4.391, 1.302, -0.208], [-1.322, 0.868, -0.362], [-2.319, -0.013, 0.109], [-3.382, 0.608, 0.538], [-3.144, 1.934, 0.356], [-3.981, 3.006, 0.649], [-3.535, 4.274, 0.354], [-2.288, 4.478, -0.236], [-1.442, 3.427, -0.535], [-1.860, 2.140, -0.220], [-2.097, -1.411, 0.073], [-3.133, -2.223, 0.571], [-3.982, -2.877, 0.984], [0.169, -3.499, 1.480], [-0.243, -5.053, 0.748], [-1.523, -3.978, 1.312], [0.402, -3.460, -0.999], [-1.627, -3.601, -2.432], [-1.305, -5.114, -1.581], [-2.593, -4.046, -1.021], [0.995, -1.352, -1.247], [0.595, 2.268, -0.960], [2.631, 1.702, -2.097], [2.431, 0.035, -1.555], [2.803, 2.485, 0.241], [2.000, 1.027, 1.919], [2.093, -0.367, 0.837], [3.985, -0.867, 2.223], [4.322, 0.853, 2.497], [5.924, 0.365, 0.734], [4.774, -0.730, -0.077], [-4.949, 2.824, 1.087], [-4.159, 5.128, 0.569], [-1.974, 5.483, -0.475], [-0.505, 3.653, -1.025]],
  "forces_ev_per_angstrom": [[0.092, 0.112, -0.096], [-0.037, -0.212, 0.021], [0.129, 0.110, -0.018], [-0.354, 0.229, 0.193], [0.219, 0.149, -0.086], [0.348, -0.347, -0.266], [-0.599, 0.451, 0.308], [0.670, 0.063, 0.109], [-0.442, 0.012, -0.130], [0.104, 0.075, -0.039], [0.108, 0.117, -0.222], [0.094, -0.288, 0.256], [-0.055, 0.165, -0.198], [-0.196, -0.480, 0.087], [-0.145, 0.254, 0.070], [-0.200, -0.527, 0.109], [0.700, 0.188, -0.289], [0.110, -0.025, -0.046], [-0.067, 0.023, 0.015], [0.120, 0.110, -0.050], [0.264, 0.052, -0.108], [-0.697, 0.605, 0.291], [0.845, 0.184, -0.400], [-0.418, -0.274, 0.190], [-0.191, -0.197, 0.093], [0.053, 0.004, 0.096], [0.020, -0.108, 0.009], [-0.042, -0.057, 0.086], [-0.101, 0.100, 0.048], [-0.041, -0.007, -0.102], [0.008, -0.107, -0.016], [-0.087, -0.064, -0.023], [0.071, 0.017, -0.014], [-0.029, -0.135, -0.034], [-0.030, -0.150, 0.026], [0.014, 0.048, -0.037], [-0.035, -0.111, -0.033], [-0.068, -0.042, 0.002], [-0.047, 0.003, 0.030], [0.007, -0.032, 0.066], [0.041, -0.026, 0.034], [-0.036, -0.070, -0.022], [0.046, 0.041, 0.056], [-0.120, -0.029, 0.059], [-0.060, 0.064, 0.019], [0.036, 0.062, -0.024], [-0.005, 0.050, -0.020]],
  "smiles": "CC(C)c1cc(NC[C@H]2CCCO2)n2c(nc3ccccc32)c1C#N",
  "homo_ev": -7.66,
  "lumo_energy_ev": 0.180,
  "orbital_gap_ev": 7.8,
  "largest_force_ev_per_a": 0.97
}



(2)
{
  "formula": "C28H35CeF5N5S",
  "method": "wB97M-V/def2-TZVPD",
  "symbols": ["Ce", "C", "C", "N", "C", "C", "N", "C", "C", "C", "N", "C", "C", "N", "C", "H", "H", "H", "H", "H", "H", "H", "H", "H", "H", "H", "H", "H", "H", "H", "H", "H", "H", "H", "H", "H", "H", "H", "H", "N", "S", "C", "C", "C", "C", "C", "C", "C", "C", "C", "C", "C", "C", "H", "H", "H", "H", "H", "H", "H", "H", "H", "H", "H", "F", "C", "C", "C", "F", "C", "F", "C", "F", "C", "F"],
  "xyz": [[-0.322, -0.015, 0.323], [1.200, -0.611, -2.617], [0.754, 0.844, -2.805], [0.757, 1.554, -1.510], [0.288, 2.952, -1.606], [-1.117, 3.110, -1.005], [-1.257, 2.407, 0.291], [-0.926, 3.218, 1.481], [0.565, 3.243, 1.849], [1.070, 2.066, 2.699], [1.463, 0.871, 1.911], [2.790, 1.024, 1.277], [3.226, -0.269, 0.560], [2.194, -0.812, -0.349], [2.497, -0.747, -1.799], [1.360, -1.054, -3.602], [0.393, -1.186, -2.124], [-0.254, 0.867, -3.229], [1.422, 1.340, -3.521], [1.740, 1.594, -1.242], [0.266, 3.289, -2.648], [0.981, 3.613, -1.081], [-1.850, 2.684, -1.701], [-1.328, 4.181, -0.905], [-2.252, 2.191, 0.378], [-1.491, 2.814, 2.330], [-1.256, 4.252, 1.325], [0.727, 4.149, 2.437], [1.177, 3.341, 0.953], [0.284, 1.751, 3.396], [1.924, 2.411, 3.298], [1.580, 0.122, 2.604], [3.561, 1.256, 2.024], [2.764, 1.866, 0.579], [3.459, -1.018, 1.322], [4.156, -0.061, 0.021], [2.097, -1.806, -0.134], [3.019, -1.653, -2.118], [3.167, 0.092, -2.006], [-2.701, -0.105, 0.675], [-2.992, -0.418, 2.238], [-4.006, 0.962, 2.843], [-3.524, 1.638, 3.955], [-4.189, 2.767, 4.407], [-5.317, 3.217, 3.736], [-5.795, 2.529, 2.631], [-5.141, 1.395, 2.177], [-4.162, -1.790, 2.253], [-5.116, -1.930, 3.246], [-5.915, -3.064, 3.248], [-5.750, -4.042, 2.278], [-4.789, -3.888, 1.291], [-3.984, -2.762, 1.282], [-3.570, -0.107, 0.140], [-2.644, 1.272, 4.464], [-3.828, 3.292, 5.276], [-5.824, 4.106, 4.075], [-6.681, 2.874, 2.121], [-5.513, 0.858, 1.316], [-5.244, -1.170, 4.002], [-6.664, -3.183, 4.016], [-6.368, -4.926, 2.294], [-4.660, -4.644, 0.532], [-3.226, -2.630, 0.520], [-0.033, -1.401, 3.338], [-0.147, -2.541, 2.561], [-0.231, -2.275, 1.203], [-0.379, -3.405, 0.408], [-0.493, -3.116, -0.933], [-0.416, -4.708, 0.880], [-0.557, -5.746, 0.063], [-0.301, -4.904, 2.261], [-0.323, -6.133, 2.754], [-0.172, -3.809, 3.123], [-0.080, -3.993, 4.437]],
  "forces_ev_per_angstrom": [[-0.239, -0.164, 0.225], [0.218, 0.444, 0.157], [-0.004, -0.521, -0.519], [0.173, -0.236, 0.374], [-0.505, 0.553, 0.267], [0.539, -0.097, -0.623], [-0.352, -0.250, -0.043], [0.527, 0.202, 0.419], [-0.129, -0.207, 0.157], [-0.224, 0.595, 0.140], [-0.177, -0.528, 0.098], [0.491, -0.316, -0.596], [0.097, 0.390, 0.463], [-0.666, -0.242, 0.319], [-0.297, -0.066, -0.485], [-0.264, -0.065, 0.086], [0.143, -0.220, -0.226], [0.073, 0.098, 0.034], [-0.125, 0.035, 0.150], [-0.151, -0.012, 0.086], [0.046, -0.077, 0.108], [0.023, -0.165, -0.101], [0.025, 0.066, 0.150], [-0.138, -0.179, 0.031], [0.237, -0.014, 0.037], [-0.046, 0.100, -0.117], [-0.098, -0.190, -0.034], [0.064, -0.015, -0.059], [0.062, 0.166, 0.056], [0.126, 0.046, 0.000], [-0.150, -0.230, -0.112], [-0.166, 0.013, -0.176], [-0.220, 0.084, -0.042], [-0.035, -0.027, 0.094], [-0.010, -0.001, -0.096], [-0.072, -0.115, 0.066], [-0.015, 0.240, 0.020], [0.065, 0.130, 0.149], [-0.010, -0.020, 0.058], [1.071, -0.233, -0.615], [-1.410, 0.423, 0.832], [0.701, -0.209, 0.055], [0.149, -0.126, 0.024], [-0.021, -0.002, -0.038], [0.112, 0.003, 0.126], [-0.001, -0.119, -0.148], [-0.061, -0.202, -0.282], [0.404, -0.074, -0.189], [-0.003, 0.247, 0.243], [0.050, 0.048, 0.011], [0.013, 0.009, 0.011], [0.007, 0.002, 0.007], [0.250, 0.002, -0.243], [0.176, 0.064, -0.226], [0.105, -0.009, 0.151], [0.038, 0.049, 0.108], [-0.077, 0.058, 0.055], [-0.085, 0.014, -0.057], [-0.133, -0.050, -0.071], [-0.045, 0.051, 0.104], [-0.050, 0.018, 0.047], [-0.058, -0.039, -0.004], [-0.007, -0.067, -0.077], [-0.026, -0.107, -0.046], [0.047, -0.757, 0.095], [0.102, 1.090, 0.033], [-0.056, -0.588, 0.238], [0.022, 0.801, -0.735], [-0.003, -0.521, 0.396], [-0.030, -0.099, -0.352], [0.062, 0.506, 0.370], [-0.038, -0.435, 0.217], [0.002, 0.798, -0.302], [0.014, 0.142, 0.354], [-0.039, 0.107, -0.606]],
  "homo_ev": [-17.03, -17.03],
  "charge": 3,
  "lumo_energy_ev": [-11.388, -11.411],
  "orbital_gap_ev": [5.6, 5.6],
  "largest_force_ev_per_a": 1.69
}